Model one:
Formula: C3H5N3S
Source: the Open Molecules 2025 dataset
Level of theory: the ωB97M-V functional and the def2-TZVPD basis

LUMO level = 0.70 eV
Highest occupied orbital energy = -7.984 eV
SMILES = [H]/N=c1\cc[nH]n1S

Bonds (Å) are listed after each position.
Geometry (Å):
1 H -1.22035 -0.29144 -2.72869  N2 1.104
2 N -1.11516 -0.66792 -1.69673  H1 1.104, C3 1.302
3 C -0.36042 -0.07258 -0.81896  N2 1.302, C4 1.517, N7 1.419
4 C 0.74951 0.95820 -0.89697  C3 1.517, C5 1.390, H9 1.046
5 C 1.25000 0.90323 0.39846  C4 1.390, N6 1.395, H10 1.131
6 N 0.42116 0.20707 1.27874  C5 1.395, N7 1.405, H11 1.125
7 N -0.43251 -0.59160 0.49962  C3 1.419, N6 1.405, S8 1.683
8 S -1.79128 -0.89588 1.44510  N7 1.683, H12 1.376
9 H 0.98372 1.55681 -1.72274  C4 1.046
10 H 2.18137 1.29895 0.90276  C5 1.131
11 H 1.13333 -0.14539 2.07566  N6 1.125
12 H -1.79938 -2.25946 1.26375  S8 1.376

Model two:
Formula: C3H5N3S
Source: the Open Molecules 2025 dataset
Level of theory: the ωB97M-V functional and the def2-TZVPD basis

LUMO level = -0.90 eV
Highest occupied orbital energy = -9.303 eV

Bonds (Å) are listed after each position.
Geometry (Å):
1 C 0.99115 -1.33098 0.84776  C2 1.336, N4 1.396, H8 1.127
2 C 1.23288 -0.10275 0.37973  C1 1.336, S7 1.844, H9 1.083
3 C -1.11088 -0.91720 0.44544  N4 1.248, S7 1.890
4 N -0.34375 -1.63487 1.11966  C1 1.396, C3 1.248
5 N -0.40791 1.96365 -0.54171  S7 1.547, H11 1.046
6 N -0.02009 -0.05015 -1.99546  S7 1.517, H12 1.009
7 S -0.25472 0.42484 -0.57403  C2 1.844, C3 1.890, N5 1.547, N6 1.517
8 H 1.80200 -2.07105 1.10412  C1 1.127
9 H 2.07509 0.19767 -0.23138  C2 1.083
10 H -2.64139 -0.90648 0.35919  no bonds
11 H -0.73238 2.25454 0.40953  N5 1.046
12 H 0.14715 0.74939 -2.58822  N6 1.009

Most stable structure among those shown: model one. Next: +376.8 kJ/mol.